[1]
{"formula": "C22H18N7O6", "method": "ωB97M-V/def2-TZVPD", "symbols": ["C", "C", "O", "C", "C", "N", "C", "C", "C", "C", "C", "C", "C", "C", "C", "C", "C", "C", "C", "O", "H", "H", "H", "H", "H", "H", "H", "H", "H", "H", "H", "H", "H", "H", "H", "H", "O", "N", "O", "C", "C", "C", "N", "O", "O", "C", "N", "N", "N", "N", "C", "H", "H"], "coordinates": [[6.09539, 0.42097, 2.46632], [5.05582, 1.15550, 3.27173], [3.76175, 0.66548, 2.80295], [2.67052, 1.38933, 3.13742], [1.48696, 0.80272, 2.48707], [0.33921, 0.86510, 3.05527], [-0.69541, 0.03025, 3.00483], [-2.03375, 0.59233, 3.04458], [-3.17222, -0.18794, 3.35620], [-4.43974, 0.39381, 3.34935], [-4.59318, 1.74802, 3.03077], [-3.46236, 2.54150, 2.78409], [-2.19265, 1.96955, 2.80227], [-0.43302, -1.41112, 2.91198], [-1.19799, -2.27465, 2.10042], [-0.81517, -3.60644, 1.95514], [0.32795, -4.09927, 2.59667], [1.06996, -3.25724, 3.42865], [0.69168, -1.93022, 3.56582], [2.68151, 2.35941, 3.88470], [7.03833, 0.42243, 3.01553], [5.78539, -0.60955, 2.25886], [6.25739, 0.94072, 1.51425], [5.15661, 0.93934, 4.34342], [5.12842, 2.24105, 3.12415], [1.69218, 0.31956, 1.52140], [-3.04533, -1.23884, 3.61961], [-5.31302, -0.21940, 3.58317], [-5.59170, 2.19197, 2.99074], [-3.55757, 3.60446, 2.56595], [-1.30160, 2.57102, 2.62761], [-2.07462, -1.87505, 1.58375], [-1.41833, -4.26129, 1.32788], [0.64972, -5.12934, 2.43989], [1.94346, -3.61279, 3.97227], [1.25380, -1.27540, 4.22429], [5.64811, 2.43123, 6.46810], [4.59459, 2.94160, 6.88688], [4.52813, 4.10262, 7.35110], [3.33880, 2.20431, 6.83096], [2.13580, 2.88906, 6.87382], [0.95778, 2.23517, 6.45909], [-0.21704, 2.97094, 6.09208], [-0.25279, 4.20771, 6.19787], [-1.17300, 2.28368, 5.66197], [0.93932, 0.87551, 6.20260], [2.12580, 0.20043, 6.30471], [2.36648, -1.10957, 6.00068], [3.66461, -1.27145, 6.01700], [4.30918, -0.11683, 6.30675], [3.35382, 0.80550, 6.52807], [2.11693, 3.95119, 7.10330], [0.04511, 0.33465, 5.91904]], "forces_ev_per_angstrom": [[0.227, 0.160, -0.325], [-0.592, -0.162, 0.178], [0.787, 0.638, 0.189], [-1.272, 0.502, -0.409], [1.714, -0.532, -0.577], [-1.170, 1.374, 1.573], [0.037, -0.096, -0.656], [0.254, -0.247, 0.703], [-0.257, 0.441, -0.107], [0.341, -0.065, -0.156], [-0.013, 0.291, 0.035], [0.032, -0.485, 0.115], [-0.478, 0.119, -0.079], [-0.021, -0.267, -1.261], [0.251, -0.073, 0.387], [0.062, 0.006, 0.135], [-0.086, -0.031, -0.097], [-0.238, 0.210, -0.125], [-0.221, -0.220, 0.195], [0.542, -0.394, 0.171], [0.033, -0.098, -0.078], [0.100, 0.205, 0.165], [-0.003, -0.265, 0.060], [-0.116, 0.097, -0.356], [-0.176, -0.246, 0.090], [-0.148, -0.742, 0.535], [-0.092, 0.303, -0.079], [0.207, 0.200, -0.055], [0.311, -0.143, 0.036], [-0.095, -0.207, 0.079], [-0.250, -0.165, -0.043], [0.323, -0.220, 0.097], [0.185, 0.048, 0.058], [-0.174, 0.198, 0.070], [-0.141, -0.026, -0.146], [-0.119, -0.297, -0.453], [-2.180, 0.592, 0.725], [1.332, 1.411, 0.459], [0.117, -1.861, -0.725], [-0.387, -0.072, -0.089], [0.935, -0.126, -0.480], [0.646, -1.047, -0.005], [-2.553, 0.195, -0.522], [0.515, -1.567, 0.046], [1.695, 1.397, 0.851], [0.233, 0.209, -0.177], [1.005, 0.262, 0.168], [0.857, -0.030, 0.365], [-1.445, 1.436, 0.242], [-0.889, 0.302, 0.559], [0.114, -0.708, -0.906], [0.062, -0.215, -0.224], [0.200, 0.015, -0.157]], "fmax_ev_per_a": 2.6, "total_charge": -1, "lumo_energy_ev": 0.81, "multiplicity": 1, "e_above_lowest_kj_mol": 29.7, "orbital_gap_ev": 3.3}


[2]
{"formula": "C47H65BrNO9P", "method": "ωB97M-V/def2-TZVPD", "symbols": ["C", "C", "C", "Br", "C", "C", "C", "C", "C", "C", "C", "O", "C", "C", "C", "C", "C", "N", "C", "C", "C", "C", "O", "C", "C", "C", "O", "C", "C", "C", "C", "C", "C", "C", "P", "C", "C", "C", "O", "H", "H", "H", "H", "H", "H", "H", "H", "H", "H", "H", "H", "H", "H", "H", "H", "H", "H", "H", "H", "H", "H", "H", "H", "H", "H", "H", "H", "H", "H", "H", "H", "H", "H", "H", "C", "C", "C", "O", "H", "H", "H", "H", "H", "H", "C", "C", "C", "O", "H", "H", "H", "H", "H", "H", "C", "C", "C", "O", "H", "H", "H", "H", "H", "H", "C", "C", "C", "O", "H", "H", "H", "H", "H", "H", "C", "C", "C", "O", "H", "H", "H", "H", "H", "H"], "coordinates": [[8.77366, -2.00340, 0.25656], [8.53476, -0.49005, 0.71426], [7.46572, 0.24714, -0.17432], [7.48148, -0.28058, -2.07697], [5.98157, 0.07646, 0.33859], [5.70699, -0.60374, 1.60113], [4.31182, -0.72240, 2.08068], [3.22616, -0.15668, 1.31104], [3.49114, 0.51335, 0.01145], [4.85545, 0.62388, -0.46238], [2.25210, 1.09699, -0.75621], [2.31450, 2.19080, -1.27232], [0.98697, 0.19336, -0.74059], [0.71910, -0.46139, 0.56822], [-0.44471, -1.30971, 0.78860], [-0.83767, -2.00499, 2.12444], [-1.13661, -3.54316, 1.82068], [0.07176, -4.10907, 1.15542], [0.56684, -5.28067, 1.94369], [1.49556, -6.25360, 1.10867], [-0.21969, -4.59724, -0.19666], [0.68800, -4.00220, -1.34614], [-1.09604, -5.39195, -0.45398], [-1.35057, -1.48911, -0.36059], [-1.09032, -0.84454, -1.65777], [-2.16516, -1.08722, -2.75950], [-2.91226, 0.12779, -3.02108], [-3.67978, 0.42546, -1.88294], [-4.90750, -0.30227, -1.54416], [-5.71058, -0.06022, -0.35930], [-5.30579, 0.97710, 0.58784], [-4.09914, 1.75546, 0.25837], [-3.29365, 1.49955, -0.94870], [0.09116, 0.01732, -1.91550], [0.48786, 0.88567, -3.49812], [2.33938, 0.77174, -3.90722], [-0.33529, 0.14823, -5.00095], [1.72355, -0.23040, 1.75062], [1.39234, -0.08513, 2.90364], [9.04039, -2.62348, 1.16075], [9.57164, -2.01800, -0.52319], [7.82680, -2.45576, -0.14588], [9.52160, 0.03188, 0.53857], [8.34821, -0.41290, 1.81512], [7.68403, 1.34719, -0.10177], [6.48153, -1.05875, 2.26074], [4.11335, -1.22064, 3.05432], [5.10720, 1.13657, -1.41780], [-0.08451, -1.91566, 2.94192], [-1.82445, -1.56583, 2.45622], [-2.01714, -3.62133, 1.13467], [-1.40821, -4.04008, 2.78606], [-0.31847, -5.88729, 2.28109], [1.15708, -4.87770, 2.80839], [2.19114, -5.69538, 0.42579], [0.84798, -6.98822, 0.54983], [2.09758, -6.88778, 1.82300], [1.14803, -4.81543, -1.96557], [0.06047, -3.34810, -2.00399], [1.48304, -3.34440, -0.89136], [-2.28017, -2.10173, -0.24522], [-1.75877, -1.55596, -3.69744], [-2.91313, -1.84123, -2.36728], [-5.21640, -1.12555, -2.24090], [-6.61870, -0.68146, -0.15332], [-5.90752, 1.13659, 1.51086], [-3.82331, 2.54918, 0.99987], [-2.38978, 2.13756, -1.13140], [2.90284, 0.17263, -3.13097], [2.51640, 0.28876, -4.90660], [2.80150, 1.78862, -3.93022], [-1.38904, 0.49381, -5.15689], [-0.29398, -0.97196, -4.95799], [0.22439, 0.46882, -5.92474], [-4.00436, 0.48160, 4.74730], [-3.82240, -1.01391, 4.72899], [-3.73515, -1.71698, 6.05872], [-3.74884, -1.62664, 3.68470], [-4.05044, 0.85209, 3.72239], [-4.93660, 0.73698, 5.25504], [-3.15943, 0.95307, 5.25284], [-4.65532, -1.55895, 6.62438], [-2.87837, -1.34231, 6.62208], [-3.60501, -2.78686, 5.89373], [-1.23281, 4.60328, -5.68492], [-2.09090, 3.36866, -5.77736], [-3.48796, 3.45312, -5.22011], [-1.67332, 2.34649, -6.27995], [-0.25591, 4.39798, -6.12346], [-1.69919, 5.42266, -6.23551], [-1.09543, 4.88290, -4.63879], [-4.05433, 4.22142, -5.75005], [-3.44987, 3.68235, -4.15335], [-3.98891, 2.49397, -5.35383], [2.34724, 3.38702, 6.81273], [2.24823, 1.88850, 6.93147], [2.66857, 1.07149, 5.73765], [1.84570, 1.36078, 7.94823], [2.01297, 3.84546, 7.74448], [3.38346, 3.67823, 6.63048], [1.71075, 3.73864, 5.99978], [3.71946, 1.26121, 5.50870], [2.04507, 1.32080, 4.87801], [2.54497, 0.01165, 5.96393], [2.51181, 5.95210, 2.52980], [2.41980, 4.45361, 2.66567], [2.84277, 3.62539, 1.48178], [2.02059, 3.93701, 3.68828], [2.17602, 6.42030, 3.45562], [3.54655, 6.24599, 2.34363], [1.87188, 6.29154, 1.71323], [3.89242, 3.81616, 1.24933], [2.21736, 3.86201, 0.61974], [2.72422, 2.56873, 1.72055], [-8.25374, -1.50901, -5.13819], [-7.53105, -0.19429, -5.29002], [-6.06347, -0.24756, -5.62984], [-8.10679, 0.86156, -5.14470], [-9.29940, -1.32012, -4.89428], [-8.20778, -2.06941, -6.07396], [-7.80464, -2.08959, -4.32988], [-5.92119, -0.75199, -6.58762], [-5.51816, -0.77235, -4.84274], [-5.67387, 0.76754, -5.70779]], "forces_ev_per_angstrom": [[-0.639, 0.324, 0.923], [1.074, -0.611, -1.298], [-1.088, 0.555, 1.832], [0.397, 0.285, 0.465], [-1.383, -0.515, 0.656], [-2.249, 0.733, -0.975], [0.515, 1.254, -1.654], [1.009, -0.018, -1.061], [1.043, -0.916, 1.284], [-0.133, -0.651, 1.939], [0.397, -0.807, 0.463], [-0.145, -0.770, 0.037], [-0.946, -0.858, 0.403], [-0.753, -0.190, -0.804], [-0.147, 0.851, -1.589], [-0.862, -0.559, -0.719], [0.011, 1.490, -0.050], [-0.410, -1.219, 0.042], [0.655, -0.663, -0.222], [-0.324, -0.323, 0.569], [0.218, 0.334, -1.240], [0.132, 0.242, 0.788], [0.512, 0.706, 0.391], [1.937, 1.822, -0.511], [0.554, -0.289, 1.087], [-0.093, -1.133, 0.824], [-0.381, -0.297, 1.014], [-1.635, 1.400, 2.757], [0.617, 0.360, 0.127], [1.713, 1.234, 0.033], [1.434, -0.600, -2.454], [-0.993, -1.422, -0.680], [-1.479, -0.900, 0.424], [0.298, -1.834, 2.464], [-0.168, 1.661, -0.501], [0.490, -0.803, 0.363], [0.064, -1.256, -0.315], [0.681, 0.105, -1.245], [0.100, -0.328, -0.627], [0.079, 0.619, -1.063], [-0.721, -0.261, 0.699], [0.921, 0.476, 0.242], [-1.071, -0.388, 0.249], [-0.194, 0.078, -1.119], [-0.182, -1.026, -0.550], [-0.627, 0.540, -0.920], [0.077, 0.447, -0.891], [-0.446, -0.465, 0.848], [-0.567, 0.060, -0.867], [1.158, -0.263, -0.143], [0.649, -0.061, 0.724], [0.385, 0.182, -0.882], [0.862, 0.502, 0.023], [-0.755, -0.370, -0.609], [-0.647, -0.599, 0.623], [0.790, 0.949, 0.244], [-0.493, 0.821, -0.717], [-0.525, 0.641, 0.629], [0.435, -0.698, 0.554], [-0.774, -0.759, -0.514], [0.989, 0.697, -0.190], [-0.411, 1.100, 0.823], [0.921, 0.646, -0.272], [0.267, 0.868, 0.722], [1.016, 0.662, -0.349], [0.722, 0.030, -0.874], [0.009, -0.773, -1.050], [-0.934, -0.848, 0.088], [-0.574, 0.528, -0.864], [-0.361, 0.362, 0.946], [-0.613, -0.764, 0.122], [1.053, -0.357, 0.504], [-0.038, 0.878, -0.315], [-0.377, -0.129, 1.148], [0.000, 0.027, -0.350], [0.003, -0.153, -0.275], [0.047, -0.304, -0.160], [-0.040, 0.073, 0.195], [0.021, -0.066, 0.061], [0.128, 0.059, 0.162], [-0.132, 0.028, 0.152], [0.120, 0.129, 0.117], [-0.145, 0.101, 0.113], [-0.015, 0.089, -0.014], [0.270, -0.149, -0.151], [0.089, -0.280, -0.095], [-0.037, -0.320, -0.084], [-0.169, 0.405, -0.082], [-0.082, -0.012, 0.041], [-0.050, 0.071, 0.184], [-0.122, 0.129, -0.042], [0.020, 0.108, 0.174], [-0.067, 0.162, -0.051], [0.071, 0.069, 0.029], [-0.235, 0.067, 0.384], [-0.041, -0.166, 0.320], [-0.130, -0.249, 0.185], [0.029, 0.083, -0.182], [0.056, -0.098, -0.019], [-0.073, 0.044, -0.232], [0.274, 0.006, -0.110], [-0.074, 0.134, -0.181], [0.227, 0.104, -0.079], [-0.006, 0.084, 0.012], [-0.136, 0.056, 0.342], [-0.060, -0.214, 0.226], [-0.145, -0.142, 0.274], [0.029, 0.125, -0.223], [0.023, -0.058, -0.063], [-0.069, 0.033, -0.200], [0.185, 0.024, -0.105], [-0.074, 0.076, -0.194], [0.207, 0.087, -0.084], [0.020, 0.106, 0.049], [-0.294, 0.140, 0.072], [-0.155, 0.372, 0.050], [0.007, 0.305, -0.002], [0.096, -0.206, -0.033], [0.090, 0.015, -0.019], [0.138, -0.123, 0.106], [0.077, -0.121, -0.154], [0.080, -0.155, 0.116], [0.050, -0.125, -0.140], [-0.052, -0.086, 0.024]], "fmax_ev_per_a": 3.5, "lumo_energy_ev": -0.76, "smiles": "CC[C@@H](Br)c1ccc2c(c1)C(=O)c1c(c(CCN(CC)C(C)=O)cc(COc3ccccc3)c1P(C)C)C2=O.CC(C)=O.CC(C)=O.CC(C)=O.CC(C)=O.CC(C)=O", "multiplicity": 1, "orbital_gap_ev": 6.8}


[3]
{"formula": "C12H16N2O", "method": "ωB97M-V/def2-TZVPD", "symbols": ["C", "C", "C", "N", "C", "C", "C", "C", "C", "C", "H", "H", "H", "H", "H", "H", "H", "H", "H", "C", "C", "C", "N", "O", "H", "H", "H", "H", "H", "H", "H"], "coordinates": [[0.75001, 3.52005, -1.34821], [0.29386, 2.53778, -0.35540], [-0.78716, 2.57851, 0.55037], [-0.82735, 1.47763, 1.40059], [0.41672, 0.73716, 1.17112], [0.88045, -0.35744, 1.89526], [2.10386, -0.86823, 1.50808], [2.79903, -0.29350, 0.39780], [2.29525, 0.76838, -0.35849], [1.05638, 1.31129, 0.02739], [0.08425, 3.91448, -2.22962], [1.64994, 3.40974, -1.90206], [0.95000, 4.38289, -0.61894], [-1.82416, 3.13916, 0.37047], [-1.36056, 1.38064, 2.30856], [0.35583, -0.63254, 2.78619], [2.63216, -1.65516, 2.03964], [3.73861, -0.88944, 0.03486], [2.79300, 1.29535, -1.20274], [0.11178, -3.08385, -0.87353], [-0.62328, -1.85141, -1.18966], [-2.09628, -1.92618, -0.77699], [-2.63363, -0.85869, -0.23649], [-2.76756, -2.91416, -1.02983], [0.32787, -3.18076, 0.16101], [0.98492, -3.21676, -1.49033], [-0.83698, -3.91632, -0.91491], [-0.05173, -1.00468, -0.90275], [-0.64554, -1.57088, -2.28629], [-3.61928, -0.89614, 0.02239], [-2.01462, -0.01411, 0.02798]], "forces_ev_per_angstrom": [[-1.392, 3.636, -0.166], [-0.912, -2.917, 1.776], [-1.830, 0.798, -2.285], [1.925, -1.335, 0.660], [-2.088, 1.272, -0.548], [0.550, 0.834, -0.283], [0.687, 0.650, -0.866], [1.114, -1.619, -1.079], [-0.145, 0.449, 0.008], [-0.761, 0.825, 1.543], [0.376, -0.894, 2.070], [1.098, -1.042, 0.153], [-0.140, -0.398, -1.675], [2.742, -0.826, 0.716], [0.979, 0.492, -1.833], [-0.163, -0.515, 0.314], [-0.429, -0.002, 0.001], [-1.669, 1.568, 0.809], [0.003, -0.953, 0.684], [-3.448, -3.233, -0.270], [-0.628, 1.378, -1.807], [0.845, -1.171, -1.107], [0.525, 3.786, 1.660], [0.073, -0.284, 0.130], [0.707, 0.396, 1.016], [0.060, -0.597, -0.185], [3.166, 1.473, -0.716], [0.040, 1.148, 1.278], [-0.233, -1.085, 0.651], [0.592, 0.144, -0.142], [-1.644, -1.978, -0.509]], "fmax_ev_per_a": 4.7, "lumo_energy_ev": 0.64, "smiles": "Cc1c[nH]c2ccccc12.CCC(N)=O", "multiplicity": 1, "e_above_lowest_kj_mol": 219.7, "orbital_gap_ev": 8.8}


| no. | E_HOMO (eV) | E_tot (eV) |
| --- | --- | --- |
| 1 | -2.45 | -45814.476 |
| 2 | -7.52 | -149037.380 |
| 3 | -8.14 | -17729.849 |